DFT (wB97M-V/def2-TZVPD) results for a 15-piece molecular cluster, C86H200N12O15 overall in a non-equilibrium geometry.

Frontier orbital gap (eV): 8.726
Relative energy (zero: lowest compared OMol25 entry of this formula, charge and spin) (eV): 0.000
HOMO level (eV): -8.28
E_tot (Eh): -5181.869828

Last columns: bonded neighbours and bond lengths (Å).
Atoms and positions in Å:
1 C 0.71846 -3.56985 3.06869  O2 1.436, H3 1.087, H4 1.090, H5 1.105
2 O 0.94560 -2.90881 4.32263  C1 1.436, H6 0.960
3 H 1.55892 -3.32973 2.42277  C1 1.087
4 H 0.66023 -4.63668 3.28273  C1 1.090
5 H -0.27612 -3.24704 2.71182  C1 1.105
6 H 1.60060 -3.34710 4.87098  O2 0.960
7 C 1.42602 5.65998 -3.00981  O8 1.401, H9 1.114, H10 1.139, H11 1.080
8 O 0.51619 4.59667 -3.08000  C7 1.401, H12 0.968
9 H 1.66222 6.15376 -3.98006  C7 1.114
10 H 1.14667 6.54246 -2.34539  C7 1.139
11 H 2.44496 5.39556 -2.76702  C7 1.080
12 H -0.36162 5.00509 -3.10196  O8 0.968
13 C -4.92290 -3.09120 3.57798  O14 1.439, H15 1.115, H16 1.093, H17 1.110
14 O -4.54029 -1.70492 3.62441  C13 1.439, H18 0.969
15 H -6.02910 -2.95389 3.53842  C13 1.115
16 H -4.50681 -3.64022 2.72981  C13 1.093
17 H -4.59090 -3.52345 4.54458  C13 1.110
18 H -3.60556 -1.55858 3.83518  O14 0.969
19 C -1.96824 5.19144 -0.82604  C20 1.517, H25 1.090, H26 1.095, H27 1.102
20 C -2.62225 5.14232 -2.19381  C19 1.517, C21 1.533, N24 1.432, H28 1.094
21 C -4.10040 5.48244 -1.97167  C20 1.533, O22 1.408, H29 1.100, H30 1.116
22 O -4.81431 5.52106 -3.18444  C21 1.408, C23 1.373
23 C -5.25248 4.28517 -3.58992  O22 1.373, H31 1.096, H32 1.109, H33 1.071
24 N -1.88475 5.99638 -3.07466  C20 1.432, H34 1.020, H35 1.039
25 H -0.89399 5.01351 -0.88190  C19 1.090
26 H -2.42517 4.40021 -0.22272  C19 1.095
27 H -2.15864 6.18299 -0.38546  C19 1.102
28 H -2.58832 4.11746 -2.57398  C20 1.094
29 H -4.23728 6.47374 -1.51553  C21 1.100
30 H -4.58918 4.73669 -1.29993  C21 1.116
31 H -5.62108 4.20072 -4.61902  C23 1.096
32 H -6.08538 3.93769 -2.94468  C23 1.109
33 H -4.50300 3.52578 -3.68263  C23 1.071
34 H -1.83709 6.94829 -2.71038  N24 1.020
35 H -2.27184 6.06998 -4.03652  N24 1.039
36 C -4.91101 2.73905 0.56345  C37 1.522, H42 1.151, H43 1.106, H44 1.110
37 C -4.73917 1.46402 1.37749  C36 1.522, C38 1.493, N41 1.478, H45 1.116
38 C -5.63431 1.39903 2.57058  C37 1.493, O39 1.397, H46 1.071, H47 1.084
39 O -5.41621 2.47089 3.43955  C38 1.397, C40 1.403
40 C -4.22722 2.36224 4.17572  O39 1.403, H48 1.063, H49 1.107, H50 1.083
41 N -4.87937 0.22825 0.57905  C37 1.478, H51 1.026, H52 1.065
42 H -4.15032 2.81312 -0.29659  C36 1.151
43 H -4.78749 3.70666 1.08554  C36 1.106
44 H -5.90958 2.91173 0.11102  C36 1.110
45 H -3.73113 1.54655 1.85023  C37 1.116
46 H -5.45846 0.47588 3.08385  C38 1.071
47 H -6.67161 1.51352 2.27657  C38 1.084
48 H -3.47615 2.81029 3.57213  C40 1.063
49 H -4.01976 1.32760 4.50948  C40 1.107
50 H -4.37318 2.90825 5.10003  C40 1.083
51 H -5.88510 0.12481 0.40484  N41 1.026
52 H -4.67604 -0.52681 1.30168  N41 1.065
53 C 6.59411 -2.74443 -2.16437  C54 1.501, H59 1.093, H60 1.107, H61 1.094
54 C 6.37126 -1.98596 -0.88819  C53 1.501, C55 1.486, N58 1.498, H62 1.116
55 C 5.01187 -2.21728 -0.33369  C54 1.486, O56 1.406, H63 1.100, H64 1.067
56 O 4.79582 -1.33273 0.73748  C55 1.406, C57 1.415
57 C 3.71165 -1.76592 1.53677  O56 1.415, H65 1.114, H66 1.126, H67 1.123
58 N 7.38127 -2.42722 0.12599  C54 1.498, H68 1.027, H69 1.015
59 H 5.85860 -2.48817 -2.93095  C53 1.093
60 H 6.47337 -3.83634 -2.03090  C53 1.107
61 H 7.58719 -2.62404 -2.60741  C53 1.094
62 H 6.45706 -0.89934 -1.12622  C54 1.116
63 H 4.75239 -3.23463 -0.00553  C55 1.100
64 H 4.30876 -1.99090 -1.10409  C55 1.067
65 H 3.82856 -2.79642 1.94234  C57 1.114
66 H 2.77462 -1.75987 0.91175  C57 1.126
67 H 3.62727 -0.98195 2.33674  C57 1.123
68 H 7.32240 -1.70225 0.85140  N58 1.027
69 H 8.33144 -2.40740 -0.22933  N58 1.015
70 C 0.72394 -7.99829 3.43727  C71 1.510, H76 1.100, H77 1.095, H78 1.090
71 C -0.11194 -8.59917 2.33325  C70 1.510, C72 1.521, N75 1.479, H79 1.132
72 C -1.31685 -7.74996 1.95847  C71 1.521, O73 1.431, H80 1.093, H81 1.104
73 O -0.99634 -6.43006 1.50852  C72 1.431, C74 1.404
74 C -2.16100 -5.64575 1.47920  O73 1.404, H82 1.111, H83 1.081, H84 1.127
75 N 0.76328 -8.99213 1.20817  C71 1.479, H85 1.052, H86 0.992
76 H 1.51780 -8.69991 3.73436  C70 1.100
77 H 0.15938 -7.67237 4.31704  C70 1.095
78 H 1.25696 -7.11342 3.08803  C70 1.090
79 H -0.59684 -9.53731 2.74105  C71 1.132
80 H -2.00854 -7.64748 2.79915  C72 1.093
81 H -1.98076 -8.21027 1.20620  C72 1.104
82 H -2.48105 -5.49669 2.53244  C74 1.111
83 H -3.00137 -6.03255 0.91919  C74 1.081
84 H -1.84014 -4.65277 1.05363  C74 1.127
85 H 1.08114 -8.22308 0.56422  N75 1.052
86 H 0.29749 -9.68840 0.67618  N75 0.992
87 C -2.06510 4.75424 -8.55346  C88 1.548, H93 1.065, H94 1.079, H95 1.147
88 C -2.33541 4.59576 -7.03781  C87 1.548, C89 1.498, N92 1.428, H96 1.108
89 C -1.68064 3.37940 -6.45866  C88 1.498, O90 1.420, H97 1.114, H98 1.119
90 O -2.55944 2.88759 -5.45758  C89 1.420, C91 1.391
91 C -2.01529 1.97347 -4.56158  O90 1.391, H99 1.069, H100 1.119, H101 1.077
92 N -2.00782 5.78190 -6.31423  C88 1.428, H102 1.011, H103 1.016
93 H -2.75603 5.44830 -8.97119  C87 1.065
94 H -2.00154 3.86916 -9.16647  C87 1.079
95 H -1.04011 5.26618 -8.61016  C87 1.147
96 H -3.41102 4.49500 -6.79144  C88 1.108
97 H -0.70660 3.62518 -5.97756  C89 1.114
98 H -1.45845 2.57770 -7.20676  C89 1.119
99 H -1.18253 2.37300 -4.02420  C91 1.069
100 H -1.63018 1.01168 -4.98381  C91 1.119
101 H -2.79454 1.71256 -3.86467  C91 1.077
102 H -1.10151 6.17635 -6.52527  N92 1.011
103 H -2.66836 6.54269 -6.44577  N92 1.016
104 C -3.77403 -1.87360 -4.10688  C105 1.569, H115 1.105, H116 1.062, H117 1.103
105 C -5.01380 -1.51985 -3.21286  C104 1.569, C106 1.558, N110 1.491, C114 1.505
106 C -6.35317 -2.05942 -3.79667  C105 1.558, C107 1.567, H118 1.081, H119 1.118
107 C -6.27016 -3.62309 -3.85712  C106 1.567, C108 1.551, H120 1.100, H121 1.144
108 C -6.00638 -4.14095 -2.41901  C107 1.551, C109 1.505, H122 1.090, H123 1.091
109 C -4.84773 -3.53232 -1.67538  C108 1.505, N110 1.455, C112 1.574, C113 1.577
110 N -4.87460 -2.08650 -1.84024  C105 1.491, C109 1.455, O111 1.455
111 O -3.73284 -1.45247 -1.19833  N110 1.455, H133 0.984
112 C -5.05335 -3.72835 -0.12722  C109 1.574, H124 1.122, H125 1.097, H126 1.064
113 C -3.49952 -4.24215 -2.08163  C109 1.577, H127 1.093, H128 1.092, H129 1.086
114 C -5.24515 -0.03394 -3.14585  C105 1.505, H130 1.048, H131 1.090, H132 1.071
115 H -3.89341 -2.82053 -4.66338  C104 1.105
116 H -2.94857 -1.78076 -3.44543  C104 1.062
117 H -3.61790 -1.08466 -4.86102  C104 1.103
118 H -7.24175 -1.84638 -3.21913  C106 1.081
119 H -6.46067 -1.57421 -4.79832  C106 1.118
120 H -5.50487 -4.06532 -4.51162  C107 1.100
121 H -7.26088 -3.96610 -4.31478  C107 1.144
122 H -5.87109 -5.22246 -2.39957  C108 1.090
123 H -6.80250 -3.96710 -1.69412  C108 1.091
124 H -5.15774 -4.79849 0.19505  C112 1.122
125 H -4.19431 -3.32837 0.42472  C112 1.097
126 H -5.95970 -3.25187 0.16020  C112 1.064
127 H -3.39148 -4.42425 -3.15436  C113 1.093
128 H -2.66478 -3.60429 -1.78520  C113 1.092
129 H -3.40019 -5.17679 -1.53778  C113 1.086
130 H -6.14019 0.17382 -2.64240  C114 1.048
131 H -5.26170 0.27862 -4.19028  C114 1.090
132 H -4.48384 0.42117 -2.54630  C114 1.071
133 H -4.10849 -0.71887 -0.66132  O111 0.984
134 C -0.98767 5.98140 7.26055  C135 1.526, H145 1.076, H146 1.072, H147 1.059
135 C -0.91360 5.52794 5.80486  C134 1.526, C136 1.535, N140 1.448, C144 1.603
136 C -2.24609 5.86428 5.12134  C135 1.535, C137 1.545, H148 1.073, H149 1.087
137 C -2.17804 5.55249 3.60995  C136 1.545, C138 1.496, H150 1.097, H151 1.069
138 C -1.08130 6.33103 2.95589  C137 1.496, C139 1.571, H152 1.074, H153 1.103
139 C 0.34343 6.10373 3.57673  C138 1.571, N140 1.474, C142 1.512, C143 1.489
140 N 0.14883 6.14280 5.03742  C135 1.448, C139 1.474, O141 1.468
141 O 1.39780 5.86996 5.75864  N140 1.468, H163 0.955
142 C 0.79599 4.77511 3.01332  C139 1.512, H154 1.067, H155 1.121, H156 1.106
143 C 1.30117 7.19024 3.22918  C139 1.489, H157 1.090, H158 1.106, H159 1.122
144 C -0.80149 3.93204 5.89980  C135 1.603, H160 1.064, H161 1.113, H162 1.095
145 H -1.71704 5.32771 7.70686  C134 1.076
146 H -1.35831 6.98648 7.28659  C134 1.072
147 H -0.07264 5.91279 7.78844  C134 1.059
148 H -3.05546 5.37210 5.62518  C136 1.073
149 H -2.49089 6.91765 5.23026  C136 1.087
150 H -3.15447 5.74669 3.14971  C137 1.097
151 H -2.00008 4.52737 3.36509  C137 1.069
152 H -1.23633 7.38802 3.06904  C138 1.074
153 H -1.00072 6.04857 1.89320  C138 1.103
154 H 1.28453 4.86937 2.06888  C142 1.067
155 H 1.61024 4.44595 3.71000  C142 1.121
156 H -0.00256 4.00983 3.01658  C142 1.106
157 H 2.17042 7.16154 3.88624  C143 1.090
158 H 1.55892 7.23284 2.15473  C143 1.106
159 H 0.77672 8.16510 3.41470  C143 1.122
160 H -0.79592 3.50634 4.92464  C144 1.064
161 H -1.68596 3.54681 6.45481  C144 1.113
162 H 0.10446 3.61642 6.42704  C144 1.095
163 H 1.57038 4.96557 5.50654  O141 0.955
164 C -2.12332 -0.42410 6.67820  C165 1.584, H175 1.100, H176 1.137, H177 1.066
165 C -0.82382 -1.15737 7.20981  C164 1.584, C166 1.510, N170 1.481, C174 1.585
166 C -0.49222 -0.79949 8.63854  C165 1.510, C167 1.558, H178 1.132, H179 1.061
167 C -1.32710 -1.60103 9.68157  C166 1.558, C168 1.498, H180 1.129, H181 1.122
168 C -1.26831 -3.06483 9.36870  C167 1.498, C169 1.533, H182 1.081, H183 1.097
169 C -1.73334 -3.45009 7.95935  C168 1.533, N170 1.499, C172 1.631, C173 1.475
170 N -0.89922 -2.62493 7.02565  C165 1.481, C169 1.499, O171 1.472
171 O -1.41522 -3.00078 5.69915  N170 1.472, H193 0.992
172 C -1.24626 -4.98827 7.71857  C169 1.631, H184 1.091, H185 1.113, H186 1.078
173 C -3.19055 -3.31557 7.77393  C169 1.475, H187 1.118, H188 1.063, H189 1.077
174 C 0.28832 -0.60220 6.22708  C165 1.585, H190 1.083, H191 1.141, H192 1.066
175 H -2.18859 -0.57353 5.59015  C164 1.100
176 H -1.98632 0.67259 6.94457  C164 1.137
177 H -3.03625 -0.70262 7.15372  C164 1.066
178 H 0.57961 -1.15530 8.71757  C166 1.132
179 H -0.62215 0.23851 8.81864  C166 1.061
180 H -2.39891 -1.25912 9.77342  C167 1.129
181 H -0.88598 -1.31425 10.67256  C167 1.122
182 H -1.83394 -3.71426 10.02158  C168 1.081
183 H -0.20086 -3.31469 9.41339  C168 1.097
184 H -0.21720 -5.08164 8.06931  C172 1.091
185 H -1.88250 -5.67426 8.32175  C172 1.113
186 H -1.41969 -5.23132 6.68288  C172 1.078
187 H -3.73287 -4.25783 8.03348  C173 1.118
188 H -3.59910 -2.58856 8.43263  C173 1.063
189 H -3.49710 -3.14071 6.75658  C173 1.077
190 H 1.26202 -0.97954 6.51546  C174 1.083
191 H 0.30308 0.53436 6.32208  C174 1.141
192 H 0.02819 -0.97178 5.26163  C174 1.066
193 H -0.63299 -3.18415 5.11792  O171 0.992
194 C 1.83000 2.40236 -5.95471  C195 1.594, H205 1.090, H206 1.046, H207 1.094
195 C 3.36176 2.08541 -5.64868  C194 1.594, C196 1.557, N200 1.441, C204 1.550
196 C 3.74163 2.32477 -4.15816  C195 1.557, C197 1.475, H208 1.128, H209 1.096
197 C 3.30227 1.21644 -3.29054  C196 1.475, C198 1.499, H210 1.110, H211 1.105
198 C 3.85104 -0.08151 -3.80128  C197 1.499, C199 1.545, H212 1.129, H213 1.106
199 C 3.31298 -0.44270 -5.20417  C198 1.545, N200 1.549, C202 1.490, C203 1.495
200 N 3.80050 0.76920 -6.03674  C195 1.441, C199 1.549, O201 1.437
201 O 3.42869 0.42902 -7.38253  N200 1.437, H223 0.969
202 C 4.11906 -1.58340 -5.72269  C199 1.490, H214 1.098, H215 1.104, H216 1.126
203 C 1.83831 -0.68867 -5.19050  C199 1.495, H217 1.077, H218 1.098, H219 1.112
204 C 4.15473 3.17448 -6.41530  C195 1.550, H220 1.097, H221 1.059, H222 1.081
205 H 1.72038 3.48667 -5.97070  C194 1.090
206 H 1.10352 1.99166 -5.32475  C194 1.046
207 H 1.58905 2.10659 -6.97975  C194 1.094
208 H 4.86332 2.39503 -4.05621  C196 1.128
209 H 3.35928 3.32023 -3.90462  C196 1.096
210 H 2.19431 1.20046 -3.22157  C197 1.110
211 H 3.71557 1.30106 -2.26871  C197 1.105
212 H 3.51163 -0.89274 -3.09352  C198 1.129
213 H 4.95029 -0.17547 -3.87623  C198 1.106
214 H 3.71521 -2.03676 -6.63767  C202 1.098
215 H 5.14190 -1.21674 -5.92061  C202 1.104
216 H 4.19700 -2.38867 -4.93985  C202 1.126
217 H 1.52486 -0.44060 -6.19003  C203 1.077
218 H 1.74438 -1.77246 -5.04299  C203 1.098
219 H 1.26402 -0.13477 -4.41582  C203 1.112
220 H 5.23146 2.96686 -6.45469  C204 1.097
221 H 3.86069 4.10869 -6.01244  C204 1.059
222 H 3.76911 3.35184 -7.40984  C204 1.081
223 H 4.11452 0.86261 -7.91154  O201 0.969
224 C 3.95841 1.92884 1.85908  C225 1.542, H235 1.108, H236 1.075, H237 1.119
225 C 4.81375 2.99413 1.14365  C224 1.542, C226 1.554, N230 1.457, C234 1.515
226 C 5.27425 4.08259 2.15286  C225 1.554, C227 1.519, H238 1.102, H239 1.059
227 C 6.36505 5.05845 1.74671  C226 1.519, C228 1.504, H240 1.063, H241 1.074
228 C 7.46451 4.24624 1.12060  C227 1.504, C229 1.539, H242 1.133, H243 1.076
229 C 7.12753 3.16308 0.08058  C228 1.539, N230 1.513, C232 1.498, C233 1.526
230 N 5.98515 2.31852 0.60163  C225 1.457, C229 1.513, O231 1.439
231 O 5.50423 1.37415 -0.37160  N230 1.439, H253 0.953
232 C 6.82901 3.76157 -1.26009  C229 1.498, H244 1.061, H245 1.105, H246 1.109
233 C 8.38338 2.30224 -0.02235  C229 1.526, H247 1.098, H248 1.084, H249 1.068
234 C 4.02076 3.68495 0.05288  C225 1.515, H250 1.051, H251 1.083, H252 1.082
235 H 3.34087 1.40190 1.10572  C224 1.108
236 H 3.34070 2.30442 2.65499  C224 1.075
237 H 4.67689 1.19922 2.30948  C224 1.119
238 H 4.36724 4.66036 2.39226  C226 1.102
239 H 5.60267 3.60776 3.04099  C226 1.059
240 H 6.71354 5.56481 2.61421  C227 1.063
241 H 6.10092 5.86275 1.08593  C227 1.074
242 H 8.02230 3.73493 1.96323  C228 1.133
243 H 8.11153 4.87465 0.53416  C228 1.076
244 H 6.22729 3.11153 -1.84480  C232 1.061
245 H 6.36913 4.76133 -1.15791  C232 1.105
246 H 7.80040 3.85351 -1.78772  C232 1.109
247 H 9.22684 2.82157 -0.49527  C233 1.098
248 H 8.67472 1.95857 0.96304  C233 1.084
249 H 8.27529 1.51100 -0.73202  C233 1.068
250 H 4.41719 4.65268 -0.04962  C234 1.051
251 H 2.95505 3.68008 0.24754  C234 1.083
252 H 4.09961 3.22584 -0.92362  C234 1.082
253 H 5.58355 0.58181 0.15160  O231 0.953
254 C -0.54104 -6.16867 -3.68947  C255 1.535, H265 1.080, H266 1.097, H267 1.090
255 C 0.53915 -5.13576 -4.03969  C254 1.535, C256 1.529, N260 1.436, C264 1.508
256 C 0.51573 -3.98871 -3.02844  C255 1.529, C257 1.548, H268 1.094, H269 1.139
257 C 1.01974 -4.43437 -1.63399  C256 1.548, C258 1.580, H270 1.096, H271 1.094
258 C 2.48286 -5.00805 -1.79998  C257 1.580, C259 1.545, H272 1.074, H273 1.074
259 C 2.56276 -6.13357 -2.85569  C258 1.545, N260 1.446, C262 1.524, C263 1.541
260 N 1.86160 -5.69576 -4.04204  C255 1.436, C259 1.446, O261 1.518
261 O 1.98858 -6.71661 -5.15893  N260 1.518, H283 0.983
262 C 4.03904 -6.23241 -3.22148  C259 1.524, H274 1.105, H275 1.067, H276 1.074
263 C 2.08307 -7.43287 -2.17993  C259 1.541, H277 1.089, H278 1.152, H279 1.106
264 C 0.31669 -4.61092 -5.43607  C255 1.508, H280 1.050, H281 1.128, H282 1.109
265 H -0.22518 -6.91712 -2.97789  C254 1.080
266 H -0.79966 -6.77033 -4.56985  C254 1.097
267 H -1.42863 -5.64109 -3.33960  C254 1.090
268 H 1.21002 -3.21740 -3.37435  C256 1.094
269 H -0.47560 -3.42957 -3.07266  C256 1.139
270 H 0.34844 -5.17897 -1.19170  C257 1.096
271 H 0.97434 -3.58506 -0.94608  C257 1.094
272 H 2.71943 -5.42897 -0.84079  C258 1.074
273 H 3.12003 -4.20089 -2.11089  C258 1.074
274 H 4.62376 -6.78227 -2.46261  C262 1.105
275 H 4.17476 -6.66927 -4.18556  C262 1.067
276 H 4.62702 -5.33357 -3.20573  C262 1.074
277 H 1.85664 -8.21510 -2.90362  C263 1.089
278 H 2.87079 -7.77502 -1.41187  C263 1.152
279 H 1.15325 -7.26404 -1.60575  C263 1.106
280 H -0.53096 -3.99350 -5.48471  C264 1.050
281 H 0.28683 -5.46163 -6.17547  C264 1.128
282 H 1.12442 -3.90932 -5.72878  C264 1.109
283 H 1.37556 -7.45456 -4.94535  O261 0.983
284 C -1.15096 -0.17796 -2.43428  C285 1.554, H295 1.073, H296 1.074, H297 1.091
285 C -0.40395 0.13080 -1.10690  C284 1.554, C286 1.513, N290 1.499, C294 1.530
286 C -0.38270 1.63879 -0.98563  C285 1.513, C287 1.533, H298 1.061, H299 1.137
287 C 0.05040 2.19402 0.37632  C286 1.533, C288 1.479, H300 1.093, H301 1.115
288 C -0.61665 1.45652 1.47060  C287 1.479, C289 1.545, H302 1.140, H303 1.104
289 C -0.69987 -0.08521 1.41579  C288 1.545, N290 1.476, C292 1.542, C293 1.562
290 N -1.17481 -0.41449 0.05794  C285 1.499, C289 1.476, O291 1.417
291 O -1.19311 -1.82740 -0.05038  N290 1.417, H313 0.975
292 C 0.65260 -0.69524 1.83684  C289 1.542, H304 1.119, H305 1.080, H306 1.108
293 C -1.77725 -0.55941 2.44204  C289 1.562, H307 1.093, H308 1.089, H309 1.094
294 C 1.04094 -0.36912 -1.15322  C285 1.530, H310 1.105, H311 1.107, H312 1.083
295 H -2.08195 0.35547 -2.40483  C284 1.073
296 H -1.35997 -1.23106 -2.46738  C284 1.074
297 H -0.60438 0.17471 -3.30980  C284 1.091
298 H 0.32042 1.95861 -1.71231  C286 1.061
299 H -1.45966 1.94971 -1.17470  C286 1.137
300 H -0.27264 3.23784 0.38712  C287 1.093
301 H 1.16460 2.19455 0.34285  C287 1.115
302 H -1.71330 1.76255 1.40600  C288 1.140
303 H -0.34645 1.75948 2.49703  C288 1.104
304 H 0.62113 -0.77119 2.95295  C292 1.119
305 H 0.82974 -1.66418 1.39346  C292 1.080
306 H 1.50528 -0.02392 1.61541  C292 1.108
307 H -2.72228 -0.32966 1.94409  C293 1.093
308 H -1.75979 -1.64409 2.53737  C293 1.089
309 H -1.72186 -0.04307 3.40463  C293 1.094
310 H 1.07593 -1.36831 -0.68260  C294 1.105
311 H 1.76919 0.24303 -0.58642  C294 1.107
312 H 1.51078 -0.37770 -2.12937  C294 1.083
313 H -2.09825 -2.08149 -0.30751  O291 0.975